Here is one molecule with the formula C17H16Cl2FN3O2S2 at a distorted geometry from the OMol25 dataset. Energies are from ωB97M-V/def2-TZVPD.

```
43
Properties=species:S:1:pos:R:3:forces:R:3:lowdin_charge:R:1
O -2.992 -1.949 -1.585 -0.02 0.11 -0.24 -0.28
S -2.898 -1.214 -0.359 0.11 0.55 -0.10 0.68
O -2.820 -1.958 0.869 -0.19 0.22 0.12 -0.28
N -1.603 -0.147 -0.532 -1.02 -0.53 -0.16 -0.23
C -0.469 -0.686 -1.248 0.29 -0.55 -0.29 -0.16
H -0.863 -1.261 -2.086 0.23 0.06 -0.08 0.12
C 0.394 -1.581 -0.343 -0.09 -0.07 -0.47 -0.12
N 0.804 -0.821 0.823 0.31 -0.07 -0.04 -0.12
C 1.992 -0.164 0.910 0.15 -0.07 0.29 -0.77
S 2.174 1.203 1.818 0.07 0.50 0.28 0.73
N 3.040 -0.778 0.270 -0.77 -0.59 -0.11 0.05
C 4.335 -0.309 0.072 0.70 0.30 -0.12 -0.26
C 4.624 1.043 -0.087 0.09 -0.08 -0.08 -0.08
C 5.926 1.452 -0.322 0.13 -0.35 -0.02 -0.59
C 6.941 0.506 -0.411 -0.04 -0.02 -0.01 -0.31
C 6.659 -0.841 -0.278 0.11 0.29 -0.06 0.00
C 5.362 -1.247 -0.040 -0.24 0.21 0.08 -0.02
H 5.144 -2.300 0.066 -0.03 -0.12 0.04 0.11
H 7.462 -1.556 -0.360 0.10 -0.05 -0.01 0.12
F 8.209 0.891 -0.640 -0.17 0.01 0.04 0.05
Cl 6.279 3.127 -0.516 0.06 0.06 -0.01 0.72
H 3.845 1.783 -0.021 0.02 0.03 -0.04 0.06
H 2.948 -1.778 0.148 -0.06 0.20 -0.03 0.14
C -0.343 -0.351 1.575 -0.35 0.25 0.34 -0.18
H 0.008 0.211 2.440 -0.10 -0.13 -0.12 0.07
C -1.232 0.531 0.693 0.18 0.08 0.61 -0.16
H -2.149 0.794 1.220 0.08 0.17 0.12 0.12
H -0.696 1.448 0.427 -0.08 -0.04 0.03 0.13
H -0.915 -1.224 1.900 0.12 0.09 -0.01 0.11
H 1.249 -1.946 -0.910 -0.09 -0.02 0.07 0.12
H -0.209 -2.431 -0.006 0.14 -0.03 -0.06 0.13
H 0.129 0.152 -1.622 -0.07 -0.04 0.02 0.14
C -4.248 -0.048 -0.248 0.41 -0.37 0.11 -0.28
C -4.540 0.727 -1.355 -0.07 0.06 -0.07 -0.04
C -5.576 1.641 -1.293 0.01 -0.05 0.05 -0.08
C -6.304 1.762 -0.115 0.26 -0.27 0.06 -0.67
C -6.012 0.980 0.995 -0.06 0.10 -0.13 -0.09
C -4.973 0.068 0.923 0.08 -0.12 0.04 -0.05
H -4.719 -0.564 1.759 -0.02 -0.03 0.14 0.12
H -6.591 1.086 1.898 -0.05 0.02 0.06 0.11
Cl -7.594 2.898 -0.033 -0.18 0.16 0.01 0.70
H -5.823 2.254 -2.145 -0.03 0.05 -0.06 0.11
H -3.957 0.597 -2.252 0.03 0.08 -0.17 0.12
```
Forces are in eV/Å.

The HOMO energy is -8.35 eV. The LUMO energy comes out at 0.0062 Eh. The calculation puts the HOMO-LUMO gap at 8.52 eV.